1.
The following is a quantum chemistry calculation of a structure of composition C32H28BrN5O3RhS, from the OMol25 dataset.

Properties
Charge ... +1
Gap between HOMO and LUMO (alpha / beta) ... 0.1885 / 0.1881 Eh
E_LUMO (alpha / beta) ... -5.72 / -5.73 eV
Energy relative to the best compared isomer or geometry (same formula, charge and spin) ... 117.2 kJ/mol

Geometry (Å):
1 Rh -1.2967 2.0222 -0.0047
2 O -2.3104 4.6660 -3.5370
3 C -1.1241 5.3317 -3.3750
4 C -1.0386 6.5559 -4.0140
5 C 0.1123 7.3181 -3.9399
6 C 1.2090 6.8657 -3.2190
7 C 1.1277 5.6421 -2.5864
8 C -0.0278 4.8550 -2.6527
9 C -0.0540 3.4712 -2.0439
10 O -1.3133 3.1700 -1.5302
11 N 0.9765 3.3087 -0.9616
12 N 0.6322 2.4715 0.0118
13 C 1.4656 2.0654 0.8915
14 C 1.0466 1.2447 2.0227
15 Br -0.8131 0.9347 2.1958
16 C 1.7832 0.7470 3.0038
17 C 3.2482 0.6299 3.0794
18 C 3.8189 0.5344 4.3481
19 C 5.1984 0.5060 4.5031
20 C 6.0131 0.5444 3.3825
21 C 5.4559 0.5723 2.1092
22 C 4.0789 0.6118 1.9584
23 H -2.3629 3.9317 -2.9161
24 H -1.9050 6.8948 -4.5701
25 H 0.1519 8.2759 -4.4493
26 H 2.1099 7.4604 -3.1489
27 H 1.9948 5.3015 -2.0276
28 H 0.2109 2.7314 -2.8089
29 H 1.9488 3.2723 -1.2318
30 H 2.4904 2.4126 0.8460
31 H 1.2319 0.3986 3.8779
32 H 3.1724 0.4916 5.2204
33 H 5.6341 0.4477 5.4922
34 H 7.0918 0.5305 3.4981
35 H 6.0968 0.5353 1.2366
36 H 3.6485 0.5496 0.9636
37 N -6.7939 -1.1788 -0.4805
38 C -6.2101 -0.2055 -0.2540
39 N -5.5444 0.9183 0.0205
40 C -4.3546 1.2522 -0.0309
41 N -3.2261 1.5814 -0.0720
42 O -0.8605 0.2137 -0.9933
43 S -0.7793 -1.3097 -0.8325
44 C 0.6775 -1.6601 0.1544
45 C 0.8793 -3.1458 0.3621
46 C 0.9226 -3.6292 1.6664
47 C 1.0711 -4.9883 1.9136
48 C 1.1676 -5.8765 0.8499
49 C 1.1281 -5.4004 -0.4579
50 C 0.9878 -4.0413 -0.7037
51 C -2.0753 -1.8016 0.3371
52 C -2.8307 -3.0317 -0.1231
53 C -2.5754 -4.2627 0.4643
54 C -3.2489 -5.3980 0.0256
55 C -4.1761 -5.3005 -1.0027
56 C -4.4348 -4.0670 -1.5921
57 C -3.7614 -2.9359 -1.1557
58 H 0.5357 -1.1596 1.1140
59 H 1.4891 -1.1747 -0.3949
60 H 0.8390 -2.9352 2.5008
61 H 1.1050 -5.3515 2.9348
62 H 1.2792 -6.9386 1.0383
63 H 1.2033 -6.0911 -1.2901
64 H 0.9586 -3.6837 -1.7293
65 H -2.7160 -0.9158 0.3661
66 H -1.6018 -1.9532 1.3095
67 H -1.8478 -4.3394 1.2691
68 H -3.0493 -6.3565 0.4919
69 H -4.7077 -6.1835 -1.3392
70 H -5.1702 -3.9829 -2.3832
71 H -3.9822 -1.9698 -1.6073


2.
The following is a quantum chemistry calculation of a structure of composition C32H28Cl2FeNO5PS3, from the OMol25 dataset.

Properties
Charge ... 0
2S+1 ... 5
⟨S²⟩ ... 6.01
Gap between HOMO and LUMO (alpha / beta) ... 0.2831 / 0.2853 Eh
E_LUMO (alpha / beta) ... 0.24 / 0.20 eV
Energy relative to the best compared isomer or geometry (same formula, charge and spin) ... 146.9 kJ/mol

Geometry (Å):
1 Fe -0.3742 0.3026 -0.1238
2 Cl -0.5739 0.4196 2.5456
3 C 0.9120 0.1281 3.4070
4 C 0.9169 0.4068 4.7620
5 C 2.0885 0.2280 5.4781
6 C 3.2366 -0.2112 4.8334
7 C 3.2061 -0.4882 3.4749
8 C 2.0341 -0.3385 2.7317
9 P 1.9071 -0.7824 0.9533
10 C 3.6535 -0.6354 0.4421
11 C 4.1577 0.6605 0.3183
12 C 5.4671 0.8716 -0.0857
13 C 6.2808 -0.2131 -0.3881
14 C 5.7782 -1.5041 -0.2892
15 C 4.4662 -1.7177 0.1214
16 C 1.5984 -2.5913 1.0443
17 C 2.1315 -3.4014 2.0473
18 C 1.8800 -4.7659 2.0612
19 C 1.0855 -5.3397 1.0759
20 C 0.5410 -4.5440 0.0807
21 C 0.7948 -3.1780 0.0684
22 H 0.0177 0.7728 5.2410
23 H 2.1034 0.4430 6.5391
24 H 4.1576 -0.3399 5.3880
25 H 4.1095 -0.8190 2.9768
26 H 3.5173 1.5108 0.5364
27 H 5.8464 1.8820 -0.1804
28 H 7.3029 -0.0515 -0.7098
29 H 6.4072 -2.3520 -0.5336
30 H 4.0788 -2.7281 0.1855
31 H 2.7408 -2.9683 2.8313
32 H 2.2999 -5.3815 2.8469
33 H 0.8746 -6.4022 1.0995
34 H -0.1083 -4.9739 -0.6720
35 H 0.3350 -2.5633 -0.6946
36 O 0.4219 3.1122 -2.2399
37 Cl -0.6208 2.9288 -1.2636
38 O -1.3992 4.1134 -1.1137
39 O -0.0158 2.5320 0.0412
40 O -1.4557 1.7784 -1.6375
41 C -3.3782 1.9273 1.1678
42 O -2.5900 0.7808 0.8013
43 C -3.2087 -0.3523 0.3399
44 S -4.8317 -0.5509 0.4249
45 S -2.0187 -1.4894 -0.1701
46 H -2.6584 2.6894 1.4493
47 H -4.0358 1.6761 1.9947
48 H -3.9699 2.2530 0.3174
49 N 0.6551 0.0389 -1.9850
50 S 1.9338 -0.8035 -2.3669
51 C 1.6314 -1.6837 -3.8833
52 C 1.2770 -1.0033 -5.0421
53 C 1.0114 -1.7312 -6.1890
54 C 1.1071 -3.1209 -6.1717
55 C 1.4602 -3.7872 -5.0088
56 C 1.7209 -3.0659 -3.8488
57 C 3.2785 0.2616 -2.8718
58 C 4.4347 -0.3130 -3.3899
59 C 5.5029 0.5082 -3.7082
60 C 5.4107 1.8827 -3.5058
61 C 4.2540 2.4353 -2.9783
62 C 3.1744 1.6215 -2.6469
63 H 0.3012 0.6337 -2.7315
64 H 1.2127 0.0801 -5.0483
65 H 0.7329 -1.2165 -7.0999
66 H 0.8999 -3.6846 -7.0729
67 H 1.5246 -4.8672 -4.9987
68 H 1.9838 -3.5706 -2.9251
69 H 4.4980 -1.3853 -3.5464
70 H 6.4087 0.0777 -4.1173
71 H 6.2480 2.5212 -3.7599
72 H 4.1823 3.5037 -2.8180
73 H 2.2709 2.0380 -2.2222


3.
The following is a quantum chemistry calculation of a structure of composition C32H28Cl3N4O7Ti, from the OMol25 dataset.

Properties
Charge ... +1
Gap between HOMO and LUMO ... 0.2736 Eh
E_LUMO ... -4.29 eV
Energy relative to the best compared isomer or geometry (same formula, charge and spin) ... 0.0 kJ/mol

Geometry (Å):
1 Ti -0.2077 0.4605 -0.1156
2 C -4.5357 -1.0089 -2.9790
3 C -4.0770 -0.3246 -1.6946
4 C -5.3086 0.0412 -0.8573
5 C -3.0869 -1.1449 -0.8932
6 C -2.5973 -0.6432 0.3224
7 C -1.7269 -1.3946 1.1250
8 C -1.3115 -2.6654 0.7123
9 C -0.4356 -3.5044 1.5882
10 C -1.7876 -3.1445 -0.5034
11 C -2.6613 -2.4102 -1.2880
12 H -5.2414 -0.3657 -3.4964
13 H -5.0408 -1.9464 -2.7618
14 H -3.6971 -1.1960 -3.6433
15 H -3.5669 0.6028 -1.9845
16 H -5.9078 -0.8458 -0.6593
17 H -5.9248 0.7484 -1.4059
18 H -5.0527 0.4972 0.0961
19 H -3.0535 0.2520 0.7390
20 H -1.5085 -1.0648 2.1427
21 H 0.5100 -2.9961 1.7801
22 H -0.2350 -4.4624 1.1174
23 H -0.9209 -3.6859 2.5470
24 H -1.4874 -4.1275 -0.8344
25 H -3.0222 -2.8514 -2.2041
26 C 2.9360 -1.3982 2.3082
27 C 2.7422 -0.7561 3.5205
28 C 1.7303 0.1767 3.6552
29 C 0.9047 0.4749 2.5646
30 C 1.1100 -0.1523 1.3137
31 C 2.1305 -1.0910 1.2158
32 C -0.2011 1.4333 2.6356
33 C -0.5263 2.1836 3.7917
34 C -1.5807 3.0514 3.7746
35 C -2.3224 3.2306 2.5860
36 C -3.4156 4.1132 2.4744
37 C -4.0775 4.2590 1.2846
38 C -3.6656 3.5327 0.1574
39 C -2.6228 2.6484 0.2374
40 C -1.9317 2.4648 1.4540
41 N -0.9226 1.5568 1.5199
42 H 3.7091 -2.1448 2.2094
43 H 3.3788 -0.9897 4.3593
44 H 1.5939 0.6640 4.6096
45 H 2.3139 -1.6014 0.2751
46 H 0.0549 2.0639 4.6904
47 H -1.8472 3.6166 4.6555
48 H -3.7180 4.6707 3.3468
49 H -4.9136 4.9345 1.1988
50 H -4.1933 3.6489 -0.7760
51 H -2.3196 2.0703 -0.6290
52 O 1.5977 7.5409 -3.2062
53 N 0.9782 6.6492 -3.7245
54 O 0.4621 6.6673 -4.8124
55 C 0.8176 5.4176 -2.9519
56 C 1.4078 5.3086 -1.6986
57 C 1.2240 4.1589 -0.9527
58 C 0.4205 3.0806 -1.4278
59 O 0.2431 2.0157 -0.7504
60 C -0.1718 3.2486 -2.7170
61 C 0.0401 4.3917 -3.4686
62 N -1.0192 2.2133 -3.2347
63 O -1.4025 1.3496 -2.4442
64 O -1.3384 2.2578 -4.3925
65 N 1.8339 4.0577 0.3579
66 O 1.5732 3.0709 1.0259
67 O 2.5427 4.9641 0.7088
68 H 2.0037 6.1192 -1.2943
69 H -0.4089 4.4959 -4.4492
70 Cl 0.2155 -1.0289 -1.6250
71 Cl 5.0820 0.9278 -2.9198
72 C 3.5792 0.0772 -2.5411
73 Cl 2.6944 0.9206 -1.2409
74 H 3.8155 -0.9291 -2.1969
75 H 2.9447 0.0670 -3.4267


4.
The following is a quantum chemistry calculation of a structure of composition C32H28Cl5IN2NiOP, from the OMol25 dataset.

Properties
Charge ... +1
2S+1 ... 3
⟨S²⟩ ... 2.01
Gap between HOMO and LUMO (alpha / beta) ... 0.2810 / 0.2264 Eh
E_LUMO (alpha / beta) ... -2.36 / -3.84 eV

Geometry (Å):
1 Ni 0.7335 -0.8125 2.2244
2 Cl 4.5788 -0.2709 2.6916
3 C 3.4511 -0.5460 3.9796
4 C 2.1296 -0.7992 3.6788
5 C 1.3126 -1.0665 4.7575
6 Cl -0.3416 -1.5125 4.3094
7 C 1.6915 -1.0343 6.0855
8 Cl 0.5499 -1.2940 7.3380
9 C 3.0307 -0.7640 6.3585
10 Cl 3.5762 -0.7278 7.9795
11 C 3.9180 -0.5372 5.3025
12 Cl 5.5702 -0.2396 5.6409
13 I -1.2091 2.8274 -0.5171
14 C -2.2903 2.7981 -2.3130
15 C -3.1130 3.8721 -2.4835
16 C -3.7857 4.0809 -3.7034
17 C -3.5369 3.2521 -4.7484
18 C -2.6958 2.1222 -4.6001
19 C -2.4512 1.3041 -5.7275
20 C -1.7310 0.1607 -5.6141
21 C -1.2853 -0.2522 -4.3423
22 C -1.4439 0.5176 -3.2121
23 P -0.9296 -0.2208 -1.5853
24 C 0.9170 -0.0504 -1.5809
25 C 1.6851 0.0637 -2.7404
26 C 3.0519 0.3309 -2.6776
27 C 3.6714 0.5397 -1.4563
28 C 2.9312 0.4473 -0.2861
29 C 1.5818 0.1343 -0.3540
30 C -1.2374 -2.0055 -1.9059
31 C -0.3518 -2.8981 -2.5121
32 C -0.7249 -4.2157 -2.7459
33 C -1.9853 -4.6617 -2.3646
34 C -2.8684 -3.7871 -1.7442
35 C -2.4917 -2.4657 -1.5114
36 C -2.1069 1.8002 -3.3336
37 H -3.2370 4.5890 -1.6813
38 H -4.4573 4.9232 -3.8051
39 H -3.9933 3.4317 -5.7173
40 H -2.8672 1.6037 -6.6857
41 H -1.5335 -0.4607 -6.4823
42 H -0.8313 -1.2283 -4.2617
43 H 1.2104 -0.0377 -3.7069
44 H 3.6270 0.3995 -3.5962
45 H 4.7245 0.7959 -1.4109
46 H 3.3963 0.6379 0.6724
47 H 1.0101 0.1064 0.5865
48 H 0.6409 -2.5612 -2.8064
49 H -0.0363 -4.8976 -3.2354
50 H -2.2785 -5.6881 -2.5493
51 H -3.8517 -4.1309 -1.4433
52 H -3.1761 -1.7818 -1.0193
53 N 0.7947 -3.1382 0.4439
54 N 1.1405 -2.8085 1.7908
55 H 0.7180 -4.1335 0.3148
56 H 1.5092 -2.7809 -0.1704
57 H 0.5356 -3.3287 2.4008
58 H 2.0894 -3.0495 2.0375
59 C -1.0421 2.7939 3.8091
60 C 0.4809 2.7862 4.0168
61 C 0.9597 2.1430 2.7348
62 O -0.0519 1.1281 2.4256
63 C -1.2994 1.4577 3.1313
64 H -1.3261 3.6240 3.1583
65 H -1.6030 2.8706 4.7399
66 H 0.7528 2.1733 4.8808
67 H 0.8979 3.7835 4.1425
68 H 1.9271 1.6533 2.8071
69 H 0.9822 2.8682 1.9225
70 H -1.5067 0.6894 3.8638
71 H -2.1063 1.4778 2.4060


Number 1: strongest force on any atom 2.13 eV Å⁻¹. Number 2: strongest force on any atom 0.74 eV Å⁻¹. Number 3: strongest force on any atom 2.19 eV Å⁻¹. Number 4: strongest force on any atom 0.84 eV Å⁻¹.